Below is 13 unconnected molecules or ions with the total composition C26H78O13S6 at a distorted geometry, with properties calculated with ωB97M-V/def2-TZVPD.

As for the gap between HOMO and LUMO: 8.6 eV. As for the energy above the lowest of the compared OMol25 structures with the same formula, charge and spin: 0.0 kcal per mole. For the HOMO energy, the calculation gives -8.5 eV.

The geometry in ORCA input format:
```
! RIJCOSX wB97M-V def2-TZVPD def2/J DEFGRID3
* xyz 0 1
C -2.27438 -3.62157 2.83726
C -1.43468 -2.37221 3.07514
O -2.16661 -1.36239 2.44307
H -3.05719 -3.76730 3.42447
H -1.64317 -4.57911 3.17554
H -2.39290 -3.69237 1.65860
H -0.48946 -2.31810 2.55823
H -1.42719 -2.08224 4.17203
H -3.20100 -1.34159 2.87828
C 2.54832 -1.25760 3.13757
C 2.34629 -0.90273 4.51918
O 2.04533 0.50071 4.53548
H 3.40648 -0.68335 2.61142
H 1.66352 -1.22701 2.56846
H 2.80577 -2.12940 2.83293
H 3.32448 -1.04150 4.84399
H 1.63881 -1.46246 5.09545
H 1.53900 0.66363 5.30336
C -0.05786 -1.56951 -5.20482
C 1.40196 -0.95215 -4.96769
O 1.91367 -1.11436 -3.69360
H -0.54383 -1.07685 -4.40734
H -0.13013 -2.71819 -5.03684
H -0.39789 -1.29741 -6.23379
H 1.46524 0.16710 -5.28410
H 2.00579 -1.31808 -5.79823
H 1.66682 -0.25885 -3.23370
C 3.17613 2.62009 2.32365
C 4.18281 3.60416 1.50580
O 5.51255 3.53129 1.99995
H 3.50766 1.49278 2.21669
H 2.20980 2.78810 1.84557
H 3.34872 2.91305 3.43196
H 3.75265 4.57681 1.44836
H 4.25949 3.47744 0.44229
H 5.84826 4.44702 1.90611
C 4.09256 3.07561 -4.40692
C 2.87480 2.18648 -3.92977
O 2.35821 2.93581 -2.77317
H 4.79185 2.87023 -3.42083
H 3.88000 4.24764 -4.48349
H 4.73888 2.66956 -5.21489
H 3.07970 1.19993 -3.68041
H 2.06183 2.36132 -4.54328
H 1.86449 2.46838 -2.24537
C 1.66856 -4.16760 0.79553
C 2.56811 -4.09884 -0.33786
O 2.94155 -5.40278 -0.62771
H 1.02442 -3.33192 0.93782
H 2.20749 -4.35079 1.68751
H 0.98758 -5.06564 0.53552
H 3.27630 -3.52151 -0.17661
H 1.94941 -3.56064 -1.02612
H 3.80899 -5.53723 -0.99501
C 4.95631 0.16667 -1.25806
C 4.43118 -0.30687 0.11005
O 5.16137 -1.45935 0.45623
H 4.78554 -0.34518 -2.15920
H 6.13510 0.18017 -0.97378
H 4.47198 0.89490 -1.55972
H 3.29689 -0.34385 -0.05834
H 4.62355 0.53391 0.67505
H 5.56397 -1.35923 1.28961
C -1.48777 4.56489 -2.58991
S -1.58998 4.35120 -0.87413
O -1.95340 2.91714 -0.61093
C 0.11695 4.43335 -0.40856
H -1.26062 5.58961 -2.77731
H -2.45769 4.45251 -2.97072
H -0.91171 3.80420 -3.02159
H 0.33715 4.16858 0.61776
H 0.64639 5.25954 -0.73002
H 0.62934 3.59695 -1.04343
C -3.55433 1.60208 1.70567
S -4.94169 2.20527 0.82259
O -5.59451 1.07519 0.00657
C -5.97903 2.37487 2.26086
H -3.16040 2.47513 2.21680
H -2.83200 1.11367 0.99762
H -3.66342 0.80310 2.37710
H -6.17389 1.34456 2.74852
H -6.96293 2.77356 1.83160
H -5.88211 3.30957 2.99809
C -1.28567 2.19556 4.58564
S -1.38852 0.85292 5.62427
O -0.10178 0.64815 6.32408
C -2.33176 1.58064 6.86788
H -2.30105 2.57175 4.36062
H -0.58104 2.12527 3.63422
H -0.91215 3.12046 5.16487
H -3.43322 1.56458 6.51830
H -1.76860 2.58458 7.38345
H -2.31214 1.01056 7.74779
C 0.15510 0.75466 0.61434
S -0.27937 0.43219 -1.06514
O 0.83225 0.86143 -1.87917
C -0.31424 -1.32671 -0.99498
H 0.99857 0.31561 0.79161
H -0.53774 0.20148 1.11628
H 0.35111 1.79343 0.90066
H -0.45456 -1.70293 -2.03859
H -0.97925 -1.63513 -0.27117
H 0.74097 -1.67866 -0.93113
C -3.91484 -4.83267 -2.09934
S -2.71704 -4.40244 -0.91607
O -2.70417 -5.65187 -0.04227
C -1.43690 -4.54137 -2.04992
H -3.55922 -4.26429 -2.73017
H -4.81153 -4.58054 -1.77236
H -3.92173 -5.96369 -2.45507
H -0.35125 -4.62121 -1.43770
H -1.37481 -3.57860 -2.77775
H -1.39508 -5.23796 -3.07279
C -4.75120 -0.95586 -4.30152
S -4.30561 -0.47768 -2.69502
O -3.01189 -1.25746 -2.34158
C -3.65038 1.17988 -3.13188
H -4.03423 -0.78451 -5.24428
H -5.77990 -0.38712 -4.52198
H -5.14680 -2.08487 -4.32470
H -2.72660 1.02380 -3.72831
H -3.32933 1.45686 -2.19843
H -4.45261 1.90175 -3.71677
*
```